Record 1
Entry from OMol25: a structure of composition C5H3N (ωB97M-V/def2-TZVPD).

Cartesian coordinates (Å):
C (-0.02800, 2.30784, 1.34637)
C (-0.19934, 1.37441, 0.57904)
C (0.59624, -1.32315, -0.06236)
C (-0.19199, -1.46054, -1.13985)
C (-0.34139, 0.29847, -0.18971)
N (-0.94318, -0.25359, -1.16438)
H (0.29170, 3.13329, 1.92714)
H (1.16466, -1.76669, 0.62774)
H (-0.34869, -2.31004, -1.92399)

Computed properties:
Gap between HOMO and LUMO (spin up / spin down) (eV): 8.1010 / 8.1020
Multiplicity: 1
E_HOMO (spin up / spin down) (eV): -8.73 / -8.73
Relative energy (zero: lowest compared OMol25 entry of this formula, charge and spin) (eV): 3.974

---

Record 2
Entry from OMol25: an isolated molecule of C5H3N (ωB97M-V/def2-TZVPD).

Cartesian coordinates (Å):
C (-0.56560, -0.41518, -1.01077)
C (0.30598, -1.19578, -0.39457)
C (-0.01151, 1.33842, 0.66320)
C (-0.78359, 0.94240, -0.47353)
C (1.11189, -1.91137, 0.20803)
N (0.70370, 1.39483, 1.52414)
H (-0.86496, 1.60324, -1.27908)
H (-1.61077, 0.92063, 0.12428)
H (1.71486, -2.67719, 0.63832)

Computed properties:
Gap between HOMO and LUMO (eV): 7.2356
Multiplicity: 1
E_HOMO (eV): -8.92
Relative energy (zero: lowest compared OMol25 entry of this formula, charge and spin) (eV): 3.429

---

Record 3
Entry from OMol25: an isolated molecule of C5H3N (ωB97M-V/def2-TZVPD).

Cartesian coordinates (Å):
C (-0.40819, -0.99889, 0.08503)
C (-0.68472, -1.96091, 0.98233)
C (-0.12775, -2.78844, 1.65826)
C (0.46969, 0.10535, 0.24471)
C (1.37560, -0.31325, 1.38440)
N (2.16225, -0.85263, 2.02460)
H (-0.77279, -1.28753, -0.88028)
H (1.04510, 0.28321, -0.56917)
H (-0.09260, 1.05383, 0.46857)

Computed properties:
Gap between HOMO and LUMO (eV): 8.5908
Multiplicity: 1
E_HOMO (eV): -10.27
Relative energy (zero: lowest compared OMol25 entry of this formula, charge and spin) (eV): 3.573

---

Record 4
Entry from OMol25: an isolated molecule of C5H3N (ωB97M-V/def2-TZVPD).

Cartesian coordinates (Å):
C (0.02383, 1.08439, 0.35690)
C (-1.24789, 0.59841, -0.04080)
C (-1.88622, -0.64004, -0.27272)
C (0.86382, -0.20085, 0.33847)
C (-0.27356, -0.84470, -0.48430)
N (-1.01268, -1.34238, -1.32866)
H (0.55812, 1.97240, 0.62380)
H (1.66361, -0.14249, -0.45368)
H (1.31096, -0.48474, 1.26099)

Computed properties:
Structure (SMILES): C1=C2C3=N[C@@]23C1
Gap between HOMO and LUMO (eV): 8.2823
Multiplicity: 1
E_HOMO (eV): -8.40
Relative energy (zero: lowest compared OMol25 entry of this formula, charge and spin) (eV): 5.695

---

Record 5
Entry from OMol25: an isolated molecule of C5H3N3 (ωB97M-V/def2-TZVPD).

Cartesian coordinates (Å):
C (-3.40856, 0.85093, -0.13802)
C (-2.44476, -0.00243, 0.09446)
C (-1.25315, -0.86634, 0.33057)
C (2.09035, -0.71082, -0.12848)
C (2.12400, 0.75602, 0.13992)
H (-4.35076, 1.18676, -0.64115)
H (-1.29098, -1.93173, 1.01812)
H (2.95627, -1.31618, -0.31872)
N (-0.00651, -0.33718, -0.21417)
N (0.98702, -1.38317, -0.15837)
N (1.88209, 1.99135, 0.10840)

Computed properties:
Structure (SMILES): C#C/C=N/N=C\C#N
Gap between HOMO and LUMO (eV): 8.0999
Multiplicity: 1
E_HOMO (eV): -9.60
Relative energy (zero: lowest compared OMol25 entry of this formula, charge and spin) (eV): 6.482

---

Record 6
Entry from OMol25: an isolated molecule of C5H3N3 (ωB97M-V/def2-TZVPD).

Cartesian coordinates (Å):
C (2.83554, -0.33046, 0.34325)
C (1.62486, -0.71175, -0.10393)
C (0.20600, -0.57186, -0.26924)
C (-0.19391, 0.79013, -0.26970)
C (-1.58258, 0.82936, -0.08691)
H (3.86156, 0.08654, 0.35557)
H (0.41407, 1.61782, -0.24113)
H (-2.25865, 1.64750, 0.11696)
N (-2.35163, -0.22607, 0.28192)
N (-1.94667, -1.42030, 0.24161)
N (-0.60859, -1.71091, -0.36840)

Computed properties:
Structure (SMILES): C#Cc1ccnnn1
Gap between HOMO and LUMO (eV): 8.9161
Multiplicity: 1
E_HOMO (eV): -9.96
Relative energy (zero: lowest compared OMol25 entry of this formula, charge and spin) (eV): 5.556